(1)
Molecular formula: C37H38BrCrN8O3STe
Method: DFT, ωB97M-V/def2-TZVPD

Strongest force on any atom in Eh/bohr: 0.015
Net charge: +2
LUMO level (alpha / beta) in eV: -7.3 / -7.6
Energy above the lowest of the compared OMol25 structures with the same formula, charge and spin in kJ/mol: 252.9
Spin multiplicity: 4
HOMO energy (alpha / beta) in eV: -11.85 / -11.85
Expectation value of S²: 3.782
Total energy in eV: -173626.819

CARTESIAN COORDINATES (ANGSTROEM)
1 Cr -0.71952 -0.19166 0.08287
2 N -1.34874 0.97021 1.76377
3 C -2.62259 1.66736 1.44800
4 C -3.49643 0.68458 0.70435
5 N -2.76246 0.12082 -0.46322
6 C -2.84602 0.93745 -1.70579
7 C -1.78013 2.02245 -1.72654
8 N -0.51789 1.55866 -1.05439
9 H -1.51486 0.33142 2.54146
10 H -0.65775 1.63220 2.11010
11 H -2.38509 2.54078 0.84334
12 H -3.12220 2.02520 2.34968
13 H -4.43546 1.14616 0.39173
14 H -3.74806 -0.15215 1.35988
15 H -3.20965 -0.76515 -0.68916
16 H -3.84521 1.36665 -1.81205
17 H -2.70582 0.24934 -2.53480
18 H -2.11574 2.92246 -1.21471
19 H -1.57086 2.31703 -2.75602
20 H -0.15680 2.33453 -0.50683
21 H 0.22526 1.38409 -1.73478
22 Br 6.09612 3.03712 0.65615
23 C 4.55875 1.98762 0.80206
24 C 3.30620 2.59213 0.80313
25 C 2.17303 1.79920 0.88695
26 C 2.29270 0.42042 0.96202
27 C 3.54010 -0.18433 0.96077
28 C 4.67584 0.60654 0.89385
29 N 1.10952 -0.39259 1.07433
30 C 1.09379 -1.34772 1.93470
31 C -0.08269 -2.23288 2.02766
32 C -0.11814 -3.34628 2.83922
33 C -1.23357 -4.19013 2.76900
34 C -2.25644 -3.88383 1.89518
35 C -2.15957 -2.72245 1.13009
36 N -1.10455 -1.91041 1.19388
37 H 3.22320 3.66760 0.75041
38 H 1.20400 2.27920 0.93694
39 H 3.63828 -1.26141 0.95168
40 H 5.65409 0.14739 0.89266
41 H 1.94615 -1.52532 2.58780
42 H 0.71740 -3.57578 3.48503
43 H -1.27889 -5.08476 3.37310
44 H -3.11305 -4.53300 1.76592
45 H -2.92951 -2.49973 0.40375
46 Te 2.71586 -0.66914 -2.86747
47 C 3.27501 1.15224 -3.75216
48 C 2.60152 1.58624 -4.88925
49 C 2.93997 2.80014 -5.47593
50 C 3.95543 3.57250 -4.93553
51 C 4.63175 3.13673 -3.80360
52 C 4.28827 1.93484 -3.20505
53 C 4.55359 -1.67551 -2.94348
54 C 5.61769 -1.31469 -2.12510
55 C 6.82067 -1.99710 -2.21468
56 C 6.95812 -3.05082 -3.10679
57 C 5.89392 -3.41770 -3.91560
58 C 4.69091 -2.73005 -3.83980
59 H 1.83838 0.96561 -5.34273
60 H 2.42759 3.12634 -6.37033
61 H 4.22952 4.50828 -5.40195
62 H 5.43081 3.73472 -3.38659
63 H 4.82338 1.60609 -2.32381
64 H 5.51742 -0.49146 -1.43048
65 H 7.65371 -1.70706 -1.58860
66 H 7.89585 -3.58300 -3.17448
67 H 6.00048 -4.23422 -4.61603
68 H 3.87012 -3.01095 -4.48627
69 O -5.47360 -5.84730 -1.35476
70 S -4.10508 -6.30519 -1.32873
71 O -3.24160 -5.53032 -0.42602
72 O -3.89193 -7.72641 -1.29586
73 C -3.49013 -5.79852 -2.94816
74 N -3.99499 -6.20408 -4.12123
75 C -3.50911 -5.64575 -5.21242
76 C -2.52566 -4.63376 -5.22884
77 C -2.06091 -4.32931 -3.97238
78 N -2.52764 -4.91936 -2.87976
79 C -1.17499 -3.25328 -3.41648
80 C -1.05420 -1.92184 -3.79520
81 C -0.66659 -1.00703 -2.82399
82 N -0.38436 -1.35995 -1.55556
83 C -0.21273 -2.67777 -1.31475
84 C -0.59208 -3.63095 -2.19469
85 H -3.93914 -5.98720 -6.14836
86 H -2.17056 -4.18430 -6.14216
87 H -1.39648 -1.56877 -4.75891
88 H -0.65955 0.04698 -3.05749
89 H 0.17374 -2.96285 -0.35280
90 H -0.58931 -4.66939 -1.90802

Cartesian forces (eV/Å) of the 6 atoms listed first:
-0.42 -0.11 0.12
0.01 -0.02 0.07
0.01 0.05 0.07
-0.12 -0.01 -0.03
0.02 -0.11 0.01
-0.07 -0.05 0.04

Results of the Löwdin charge analysis, in e, for atoms 1 through 6: 0.849, -0.006, -0.166, -0.139, -0.106, -0.144

---

(2)
Molecular formula: C37H38CdO3P3S4
Method: DFT, ωB97M-V/def2-TZVPD

Strongest force on any atom in Eh/bohr: 0.035
Net charge: -2
LUMO level (alpha / beta) in eV: 4.4 / 4.4
Energy above the lowest of the compared OMol25 structures with the same formula, charge and spin in kJ/mol: 71.4
Spin multiplicity: 2
HOMO energy (alpha / beta) in eV: 0.22 / -2.00
Expectation value of S²: 0.772
Total energy in eV: -120905.664

CARTESIAN COORDINATES (ANGSTROEM)
1 Cd 0.40414 -0.69912 -1.30851
2 S -1.88406 1.29438 -2.81181
3 P -1.70896 1.58168 -0.87611
4 C -0.44456 0.79968 0.02979
5 P -1.01566 -0.32792 1.23019
6 S -1.50056 -2.19712 0.83429
7 C 0.34044 -0.34242 2.46719
8 C 0.20994 -1.15452 3.58899
9 C 1.17894 -1.14132 4.57209
10 C 2.26834 -0.29062 4.45369
11 C 2.39004 0.53808 3.35359
12 C 1.43244 0.50478 2.35499
13 C -2.27036 0.35208 2.36769
14 C -3.44796 -0.34792 2.59469
15 C -4.36946 0.11908 3.50809
16 C -4.11676 1.28238 4.21709
17 C -2.93566 1.98108 3.99869
18 C -2.01596 1.51988 3.08079
19 C -3.37986 1.46978 -0.15231
20 C -3.94936 2.45758 0.64169
21 C -5.24446 2.30518 1.09849
22 C -5.97796 1.17848 0.76269
23 C -5.40246 0.18398 -0.01641
24 C -4.10926 0.32898 -0.47421
25 C -1.35376 3.38108 -0.69011
26 C -0.44166 3.84048 0.24949
27 C -0.10306 5.18118 0.29949
28 C -0.66216 6.07318 -0.60091
29 C -1.57896 5.62128 -1.53931
30 C -1.92206 4.28428 -1.58191
31 H -0.66036 -1.79442 3.67359
32 H 1.09274 -1.79342 5.43399
33 H 3.02844 -0.28122 5.22119
34 H 3.23904 1.20068 3.26619
35 H 1.51694 1.13798 1.47939
36 H -3.61146 -1.26922 2.05329
37 H -5.28536 -0.43332 3.67329
38 H -4.83676 1.64568 4.93939
39 H -2.73326 2.88638 4.55889
40 H -1.08546 2.04648 2.91479
41 H -3.37666 3.33648 0.90599
42 H -5.68956 3.07398 1.71829
43 H -6.99866 1.07218 1.11269
44 H -5.96806 -0.70242 -0.27171
45 H -3.64496 -0.42882 -1.09461
46 H 0.00054 3.13208 0.93629
47 H 0.60954 5.52978 1.03799
48 H -0.37236 7.11768 -0.58011
49 H -2.01356 6.31538 -2.24861
50 H -2.61716 3.91418 -2.32251
51 C -1.30606 -1.88712 -6.74971
52 C -0.18556 -2.78512 -6.24841
53 O 0.82594 -2.01922 -5.62591
54 P 0.90024 -1.85592 -3.99401
55 S 1.86134 -0.14412 -3.75191
56 S -0.82566 -2.36172 -3.16981
57 O 1.86034 -3.11112 -3.58421
58 C 3.14904 -3.25472 -4.14701
59 C 3.26374 -4.63892 -4.77201
60 H -2.04356 -2.47682 -7.29181
61 H -0.90546 -1.11352 -7.40121
62 H -1.78036 -1.40832 -5.89681
63 H 0.29374 -3.31762 -7.08171
64 H -0.58896 -3.51332 -5.53501
65 H 3.88564 -3.13052 -3.34541
66 H 3.31564 -2.47652 -4.90301
67 H 3.08164 -5.39632 -4.01281
68 H 4.25584 -4.77752 -5.19741
69 H 2.51924 -4.75352 -5.55731
70 C 2.26614 -3.24172 1.30439
71 C 2.80104 -2.00182 0.60999
72 O 2.31794 -1.69212 -0.52741
73 C 3.84324 -1.23882 1.21249
74 C 4.50824 -1.61292 2.40849
75 C 5.53044 -0.85022 2.91909
76 C 5.92974 0.33208 2.30439
77 C 5.27254 0.73468 1.13859
78 C 4.27144 -0.02872 0.60159
79 H 1.35614 -3.55752 0.79279
80 H 2.03074 -3.03952 2.34939
81 H 2.99474 -4.05512 1.26079
82 H 4.20854 -2.50832 2.93409
83 H 6.04274 -1.17352 3.82089
84 H 6.73834 0.92298 2.71539
85 H 5.56414 1.66348 0.66249
86 H 3.76434 0.28558 -0.30161

Cartesian forces (eV/Å) of the 6 atoms listed first:
0.61 -0.22 -0.26
-0.03 -0.32 -0.47
0.89 0.62 0.43
-1.63 -0.76 0.08
1.08 1.01 0.35
-0.13 -0.50 -0.42

Results of the Löwdin charge analysis, in e, for atoms 1 through 6: 1.162, 0.159, 0.272, -0.655, 0.273, 0.183

---

(3)
Molecular formula: C37H38FeN10O2S
Method: DFT, ωB97M-V/def2-TZVPD

Strongest force on any atom in Eh/bohr: 0.036
Net charge: +1
LUMO level (alpha / beta) in eV: -4.5 / -4.6
Spin multiplicity: 2
HOMO energy (alpha / beta) in eV: -9.40 / -9.44
Expectation value of S²: 1.134
Total energy in eV: -103196.855

CARTESIAN COORDINATES (ANGSTROEM)
1 Fe 0.14719 -0.08175 0.14694
2 C 1.10129 2.75313 1.36224
3 N 1.05616 2.44306 -0.07267
4 C 2.31638 2.84310 -0.69655
5 C -0.08810 3.02452 -0.71328
6 C -0.00586 4.21906 -1.42308
7 C -1.10100 4.74378 -2.08490
8 C -2.30006 4.04860 -2.06362
9 C -2.40232 2.88078 -1.33512
10 C -1.31934 2.36672 -0.60086
11 N -1.39696 1.17173 0.10913
12 C -2.61233 0.71297 0.56972
13 C -3.66354 1.54620 0.97358
14 C -4.92862 1.03989 1.18648
15 C -5.17474 -0.31555 0.99198
16 C -4.12262 -1.16095 0.68681
17 C -2.83203 -0.66988 0.54186
18 N -1.68494 -1.54782 0.43950
19 C -1.79430 -2.57765 -0.60857
20 C -1.63024 -2.27916 1.72994
21 H 1.25264 3.82722 1.52589
22 H 1.93091 2.21155 1.82140
23 H 0.17196 2.44140 1.83809
24 H 2.54118 3.90206 -0.53602
25 H 2.28700 2.65212 -1.76901
26 H 3.13106 2.27884 -0.24902
27 H 0.93132 4.75304 -1.46610
28 H -1.01206 5.67727 -2.62161
29 H -3.15161 4.40707 -2.62446
30 H -3.32004 2.31419 -1.37318
31 H -3.46150 2.59656 1.12930
32 H -5.72557 1.70032 1.49655
33 H -6.16707 -0.71955 1.12987
34 H -4.30188 -2.22428 0.60832
35 H -2.61644 -3.27061 -0.41292
36 H -0.86915 -3.15094 -0.61237
37 H -1.93638 -2.13767 -1.59033
38 H -2.50029 -2.93493 1.81361
39 H -1.65073 -1.58378 2.55918
40 H -0.73450 -2.89335 1.77770
41 N 4.57147 3.24386 5.80570
42 C 3.51019 2.52888 5.31210
43 C 2.32166 3.17316 4.95135
44 C 1.27044 2.45731 4.41490
45 C 1.38844 1.08496 4.22772
46 C 2.55280 0.42530 4.60989
47 C 3.60498 1.14169 5.13984
48 S 0.03793 0.19319 3.54804
49 O -0.98132 1.15384 3.21409
50 O -0.27287 -0.89954 4.42136
51 N 0.53340 -0.40653 2.09599
52 C 1.09692 -1.63895 1.99627
53 N 0.90862 -2.15548 0.75993
54 C 1.44451 -3.33914 0.49558
55 C 2.14267 -4.05007 1.44915
56 C 2.30274 -3.41972 2.67947
57 N 1.81383 -2.22082 2.95411
58 H 4.41247 4.18587 6.11688
59 H 5.30812 2.74891 6.27753
60 H 2.22625 4.24012 5.10559
61 H 0.34573 2.95025 4.15699
62 H 2.61377 -0.65079 4.49766
63 H 4.50736 0.62908 5.44700
64 H 1.29808 -3.72704 -0.50698
65 H 2.54870 -5.02746 1.24575
66 H 2.87220 -3.89003 3.47214
67 C -2.56324 0.29728 -5.01271
68 C -2.95901 0.21378 -3.69018
69 C -2.00761 0.07960 -2.69082
70 C -0.66262 0.01969 -3.00771
71 C -0.25974 0.11511 -4.34014
72 C -1.20825 0.25113 -5.33179
73 N 0.30810 -0.13108 -1.94078
74 N 1.49323 -0.20764 -2.38986
75 C 2.53390 -0.29461 -1.44133
76 C 3.80583 -0.52225 -1.93615
77 C 4.85229 -0.61041 -1.03196
78 C 4.58200 -0.45304 0.32014
79 C 3.27426 -0.21983 0.72322
80 N 2.26882 -0.14152 -0.14352
81 H -3.30144 0.40068 -5.79542
82 H -4.00677 0.25997 -3.42550
83 H -2.31578 0.02530 -1.66303
84 H 0.79061 0.08415 -4.58986
85 H -0.89106 0.32267 -6.36212
86 H 3.94413 -0.63003 -3.00138
87 H 5.86064 -0.79234 -1.37542
88 H 5.36698 -0.50783 1.05900
89 H 3.02135 -0.07808 1.76632

Cartesian forces (eV/Å) of the 6 atoms listed first:
-1.82 -0.16 0.20
-0.08 0.01 -0.04
0.07 -0.28 0.02
-0.04 -0.12 0.05
-0.26 0.30 -0.06
0.04 -0.08 0.03

Results of the Löwdin charge analysis, in e, for atoms 1 through 6: 0.816, -0.064, -0.198, -0.081, -0.198, -0.024